The following is a DFT calculation (wB97M-V/def2-TZVPD) of an isolated molecule of C5H8S.

Element x y z (Å)
C -2.890 -0.283 -1.065
C -1.759 0.121 -0.780
C 1.903 -1.830 0.921
C -0.403 1.950 0.024
C -0.425 0.609 -0.589
S 0.773 -0.654 -0.386
H -3.851 -0.711 -1.179
H 2.218 -2.489 0.268
H 1.171 -2.219 1.514
H 2.496 -1.308 1.629
H -0.924 2.115 1.079
H 0.721 2.169 0.102
H -0.882 2.555 -0.643
H 1.852 -0.027 -0.894

Force components x, y, z for each atom (eV/Å):
2.8 0.8 0.9
-1.9 -1.5 -0.9
-2.4 5.0 1.5
2.9 -0.8 3.8
-1.0 -1.2 0.7
0.4 -0.5 -0.6
-0.3 0.1 -0.1
2.2 -3.1 -3.1
-2.3 -1.4 1.3
1.3 0.6 -0.2
1.1 -0.6 -2.0
-1.7 0.5 0.1
-1.1 2.1 -1.7
-0.2 0.0 0.3

Properties
HOMO energy (spin up / spin down) (eV): -7.17 / -7.16
E (hartree): -593.2767
Orbital gap (spin up / spin down) (Eh): 0.2633 / 0.2632
Energy above the lowest of the compared OMol25 structures with the same formula, charge and spin (kcal per mole): 132.7

The following is a DFT calculation (wB97M-V/def2-TZVPD) of a cluster of 2 separate species, C5H8S in total.

Element x y z (Å)
C 1.258 1.997 0.054
C 0.189 2.555 0.511
C -1.172 -0.610 -0.715
C 0.523 -1.668 0.757
C -0.239 -1.719 -0.326
S -1.063 3.179 1.165
H 1.134 0.915 0.124
H -1.738 -0.320 0.148
H -0.542 0.283 -1.005
H -1.909 -0.738 -1.681
H 2.022 2.379 -0.662
H 0.504 -0.983 1.502
H 1.241 -2.606 1.017
H -0.207 -2.663 -0.888

Force components x, y, z for each atom (eV/Å):
0.7 -0.9 -1.4
0.1 0.9 0.2
-0.4 1.0 -2.9
1.9 -4.9 -1.1
-0.2 -0.8 -0.2
-0.5 0.2 0.2
0.6 -0.1 0.1
-0.6 0.3 0.3
-0.8 -0.8 0.3
1.9 -0.2 2.6
-0.8 -0.1 1.0
-0.1 2.5 1.9
-1.8 2.3 -0.7
0.0 0.7 -0.1

Properties
HOMO energy (eV): -8.71
E (hartree): -593.3820
Orbital gap (Eh): 0.3195
Energy above the lowest of the compared OMol25 structures with the same formula, charge and spin (kcal per mole): 66.7
SMILES: C=C=S.C=CC

The following is a DFT calculation (wB97M-V/def2-TZVPD) of a cluster of 2 separate species, C5H8S in total.

Element x y z (Å)
C 1.476 0.571 -0.871
C 1.822 0.652 0.268
C -1.684 -0.474 -0.106
C 2.246 0.647 1.650
C -1.627 -1.085 -1.471
S -2.995 0.386 0.229
H 0.996 0.545 -1.854
H -2.796 0.629 1.501
H 2.356 1.672 2.110
H 1.530 0.086 2.202
H 3.181 0.215 1.836
H -0.494 -1.216 -1.830
H -2.027 -2.085 -1.292
H -1.985 -0.544 -2.373

Force components x, y, z for each atom (eV/Å):
-0.9 0.2 -1.4
0.5 0.0 0.0
1.3 -1.1 -0.4
-0.5 2.0 0.5
3.1 0.7 -1.1
-1.5 0.6 -1.0
0.7 0.0 0.9
0.2 0.3 1.1
-0.5 -0.9 -0.7
-0.7 -0.3 0.7
1.5 -0.9 -0.2
-2.2 -0.2 1.3
-0.1 -0.1 -0.5
-0.9 -0.3 0.7

Properties
HOMO energy (eV): -8.09
E (hartree): -593.3051
Orbital gap (Eh): 0.3119
Energy above the lowest of the compared OMol25 structures with the same formula, charge and spin (kcal per mole): 114.9

The following is a DFT calculation (wB97M-V/def2-TZVPD) of a structure of composition C5H8S3.

Element x y z (Å)
C -2.151 -0.219 -0.108
C 0.205 -1.250 -0.697
C 1.163 -0.769 0.438
C 0.559 0.557 0.804
C 0.173 1.547 -0.297
H 0.800 -2.082 -1.250
H 0.432 -0.461 -1.616
H 2.161 -0.631 -0.017
H 1.273 -1.296 1.441
H 1.420 1.050 1.252
H -0.294 0.420 1.549
H 0.608 1.239 -1.287
H 0.316 2.439 0.128
S -3.709 -0.141 0.279
S -1.380 -1.812 -0.186
S -1.576 1.408 -0.433

Force components x, y, z for each atom (eV/Å):
0.0 -0.1 0.2
5.0 -1.4 -2.8
-1.1 0.0 -0.5
1.3 1.2 1.9
-0.5 -5.4 -1.5
-1.5 0.5 1.1
-1.8 -1.8 2.3
-0.4 -0.1 0.3
-0.3 -0.2 -1.7
-0.3 0.3 1.1
1.3 0.4 -0.9
0.2 1.3 1.1
0.9 3.8 0.6
-1.4 -0.5 0.3
-0.2 1.7 -0.6
-1.4 0.3 -0.9

Properties
HOMO energy (eV): -8.38
E (hartree): -1389.7883
Orbital gap (Eh): 0.3055
Energy above the lowest of the compared OMol25 structures with the same formula, charge and spin (kcal per mole): 48.5

The following is a DFT calculation (wB97M-V/def2-TZVPD) of a structure of composition C5H9AsNO3ReS4.

Element x y z (Å)
Re -1.771 -2.160 0.619
S -5.133 -5.690 -0.975
As -3.658 -4.153 -1.096
S -3.811 -2.054 -0.283
S -1.562 -4.202 -0.272
S -4.423 -4.961 -2.916
O -2.016 -2.404 2.235
O 1.208 -0.549 -1.354
C 0.375 -0.111 -0.623
O -0.605 -0.868 -0.098
C 0.351 1.342 -0.167
N 1.448 2.040 -0.943
C 2.474 2.568 0.050
C 2.261 1.684 1.265
C 0.741 1.525 1.309
H -0.612 1.783 -0.420
H 1.085 2.782 -1.540
H 1.873 1.327 -1.555
H 2.221 3.607 0.251
H 3.459 2.514 -0.404
H 2.658 2.145 2.166
H 2.758 0.721 1.133
H 0.267 2.426 1.699
H 0.413 0.687 1.921

Force components x, y, z for each atom (eV/Å):
-0.1 -0.1 0.0
0.0 0.0 -0.1
0.1 0.1 0.2
0.0 -0.1 0.0
-0.1 0.1 0.0
-0.1 -0.1 0.0
0.1 0.0 -0.1
0.0 0.0 0.0
0.2 -0.2 0.0
-0.1 0.2 0.2
-0.1 0.0 -0.1
0.0 0.0 0.0
0.0 0.0 0.0
0.0 0.0 0.0
0.0 0.0 0.0
0.0 0.0 0.0
0.0 0.0 0.0
0.0 0.0 0.0
0.0 0.0 0.0
0.0 0.0 0.0
0.0 0.0 0.0
0.0 0.0 0.0
0.0 0.0 0.0
0.0 0.0 0.0

Properties
Total charge: +2
HOMO energy (eV): -15.54
E (hartree): -4382.6836
Orbital gap (Eh): 0.2683

The following is a DFT calculation (wB97M-V/def2-TZVPD) of an isolated molecule of C5H9B.

Element x y z (Å)
B 2.737 1.020 -0.092
C -2.405 -2.018 -0.112
C -1.814 -0.855 -0.434
C -0.697 -0.188 0.341
C 0.065 0.739 -0.208
C 1.339 1.274 0.524
H 3.728 0.522 0.371
H 2.723 1.352 -1.122
H -3.052 -2.416 -0.972
H -2.417 -2.663 0.688
H -1.917 -0.338 -1.381
H -0.317 -0.617 1.259
H -0.201 1.045 -1.188
H 0.997 2.319 0.767
H 1.231 0.825 1.559

Force components x, y, z for each atom (eV/Å):
-0.4 -0.4 2.0
-1.5 1.4 -4.8
1.8 -0.1 1.9
-0.7 -1.3 -0.4
1.5 -0.1 0.7
-2.5 -0.4 2.5
-0.5 0.2 0.2
0.6 0.9 -3.5
0.7 0.5 1.4
0.7 -0.7 2.1
-0.6 -0.4 -0.2
-0.5 -0.2 0.3
0.1 0.7 -0.9
1.1 -0.3 -0.6
0.3 0.3 -0.9

Properties
HOMO energy (eV): -8.78
E (hartree): -220.6455
Orbital gap (Eh): 0.3328
Energy above the lowest of the compared OMol25 structures with the same formula, charge and spin (kcal per mole): 54.3
SMILES: BC/C=C/C=C

The following is a DFT calculation (wB97M-V/def2-TZVPD) of an isolated molecule of C5H9BN2O3.

Element x y z (Å)
B 1.333 1.329 0.680
C -0.972 1.388 -1.576
C -0.809 2.139 -0.346
C -0.950 0.054 -1.651
C -1.509 -1.320 0.215
C 0.209 -2.651 0.921
N -0.716 -0.880 -0.667
N 0.171 2.090 0.473
O 2.522 1.747 0.124
O 1.472 0.275 1.528
O -1.182 -2.388 0.949
H -1.230 1.789 -2.476
H -1.608 2.939 -0.259
H -1.165 -0.247 -2.617
H -2.447 -0.810 0.238
H 0.544 -3.368 1.775
H 0.745 -1.608 1.141
H 0.512 -3.200 0.133
H 2.624 2.679 -0.255
H 2.458 0.044 1.669

Force components x, y, z for each atom (eV/Å):
1.1 0.7 -0.6
0.6 -2.2 2.4
0.8 1.7 0.4
-0.1 0.9 2.1
1.3 0.3 -2.0
1.7 2.2 5.2
0.8 -0.5 -0.5
-2.5 -0.1 -0.3
1.2 2.2 -1.0
1.8 -1.1 0.9
-1.0 0.6 0.6
-0.7 1.9 -2.0
0.9 -0.6 0.4
-0.2 -1.6 -1.7
-1.2 -0.6 1.1
-1.4 1.3 -0.8
-0.8 -2.6 -1.0
0.9 -1.0 -3.4
-0.7 -2.2 0.8
-2.5 0.7 -0.5

Properties
HOMO energy (eV): -8.80
E (hartree): -556.0299
Orbital gap (Eh): 0.3470
Energy above the lowest of the compared OMol25 structures with the same formula, charge and spin (kcal per mole): 44.7
SMILES: CO/C=N/C=C\C=N/B(O)O

The following is a DFT calculation (wB97M-V/def2-TZVPD) of a structure of composition C5H9Br2NO2.

Element x y z (Å)
C -1.265 0.989 -1.192
C -0.929 -1.364 -0.302
C 1.373 -0.314 1.756
C -0.346 0.001 -0.597
C 0.317 0.609 1.175
N 0.953 0.082 -1.359
O 1.735 -0.836 -1.298
O 1.250 1.117 -1.915
Br -1.061 0.859 2.422
Br 1.014 2.409 0.654
H -2.214 1.221 -0.644
H -0.720 1.794 -1.581
H -1.883 0.542 -1.986
H -1.482 -1.773 -1.186
H -1.609 -1.240 0.577
H -0.128 -2.144 -0.058
H 2.094 -0.113 2.531
H 2.095 -0.654 0.940
H 0.807 -1.185 2.061

Force components x, y, z for each atom (eV/Å):
-3.0 -0.9 0.1
0.9 -1.3 -0.1
0.8 -1.5 -2.5
0.7 0.3 3.0
1.0 0.9 -2.7
0.6 0.0 0.0
0.0 -1.3 0.3
-0.6 0.2 -0.4
-0.9 0.0 0.2
0.0 -0.4 0.9
1.4 0.4 0.8
0.2 1.4 -0.3
1.0 -0.4 -0.6
0.3 0.5 0.8
0.4 -0.2 -0.8
-1.0 1.3 -0.2
-0.5 1.3 0.7
-1.2 0.4 0.6
0.1 -0.4 0.1

Properties
HOMO energy (eV): -9.86
E (hartree): -5549.0174
Orbital gap (Eh): 0.3542
Energy above the lowest of the compared OMol25 structures with the same formula, charge and spin (kcal per mole): 43.9

> The lowest E belongs to which entry?

C5H9Br2NO2